Entry from the Open Molecules 2025 dataset: C22H31BeF4N2O3P as an isolated structure (ωB97M-V/def2-TZVPD).

```
64
C22H31BeF4N2O3P (ωB97M-V/def2-TZVPD)
Be -0.093 1.884 0.882
C -2.028 3.832 1.238
N -0.876 3.156 1.846
C 0.196 4.135 2.103
C -1.252 2.433 3.082
C -0.177 1.398 3.368
N 0.236 0.886 2.064
C 1.023 -0.263 2.099
C 2.294 -0.293 1.526
F 2.780 0.816 0.951
C 3.071 -1.434 1.535
F 4.281 -1.396 0.959
C 2.628 -2.602 2.119
C 1.373 -2.594 2.686
F 0.877 -3.717 3.232
C 0.589 -1.457 2.680
F -0.644 -1.518 3.218
H -2.433 4.591 1.914
H -1.717 4.299 0.305
H -2.804 3.101 1.017
H -0.151 4.914 2.788
H 1.058 3.632 2.537
H 0.495 4.587 1.158
H -1.404 3.129 3.913
H -2.194 1.922 2.877
H 0.670 1.849 3.904
H -0.592 0.627 4.021
H 3.230 -3.498 2.106
C 0.254 3.046 -3.513
C 1.381 3.040 -2.702
C 1.284 2.634 -1.376
C 0.072 2.224 -0.802
C -1.041 2.235 -1.658
C -0.962 2.634 -2.987
H 0.325 3.362 -4.546
H 2.338 3.351 -3.105
H 2.188 2.632 -0.775
H -2.012 1.916 -1.284
H -1.847 2.621 -3.612
C -2.176 -2.880 0.781
C -1.970 -1.581 0.028
O -1.262 -1.803 -1.195
P 0.359 -1.506 -1.180
O 0.970 -2.904 -0.637
C 0.640 -4.176 -1.215
C 1.098 -5.253 -0.259
O 0.621 -1.746 -2.765
C 0.488 -0.623 -3.647
C -0.853 -0.641 -4.349
H -2.752 -2.705 1.691
H -1.218 -3.317 1.066
H -2.713 -3.598 0.160
H -1.431 -0.857 0.650
H -2.929 -1.135 -0.244
H 1.139 -4.260 -2.182
H -0.438 -4.225 -1.383
H 2.174 -5.186 -0.096
H 0.872 -6.239 -0.669
H 0.597 -5.156 0.705
H 1.305 -0.705 -4.366
H 0.624 0.307 -3.088
H -0.987 -1.576 -4.893
H -0.914 0.190 -5.055
H -1.663 -0.542 -3.626
```

ΔE to the lowest compared entry with this formula, charge and spin (kcal/mol): 0.0
Total charge: 0
HOMO (eV): -8.25
LUMO energy (eV): 0.318
Frontier orbital gap (eV): 8.57
Energy (eV): -53002.7251
Multiplicity: 1

These are the natural (NBO) partial charges, in e, on atoms 1 to 2: Be 1.614; C -0.414


Entry from the Open Molecules 2025 dataset: a 2-piece molecular cluster, C8H21NP overall at a distorted geometry (ωB97M-V/def2-TZVPD).

```
31
C8H21NP (ωB97M-V/def2-TZVPD)
C -2.607 1.196 0.139
C -2.998 -1.104 0.905
C 0.421 -1.492 -1.709
C 1.700 1.655 -1.187
C 3.622 -0.745 0.472
C -0.704 -0.347 1.031
C -1.999 -0.184 0.233
C 0.629 0.124 0.434
N 0.463 1.463 -0.393
P 2.064 -0.016 1.450
H -2.564 1.488 1.191
H -3.550 1.191 -0.263
H -2.102 1.946 -0.399
H -3.083 -1.025 2.018
H -2.664 -2.146 0.681
H -4.019 -0.943 0.509
H -0.604 -1.703 -1.385
H 1.083 -2.353 -1.698
H 0.782 -0.771 -2.457
H 1.626 2.624 -1.857
H 2.550 1.849 -0.510
H 1.947 0.850 -1.876
H 3.596 -1.832 0.133
H 4.394 -0.469 1.168
H 3.678 -0.102 -0.401
H -0.627 -1.498 1.033
H -0.879 0.050 1.981
H -1.767 -0.499 -0.853
H -0.276 1.473 -1.013
H 0.434 2.218 0.318
H 1.454 -0.899 2.304
```

ΔE to the lowest compared entry with this formula, charge and spin (kcal/mol): 87.0
Total charge: +1
HOMO (spin up / spin down) (eV): -12.24 / -11.80
LUMO energy (spin up / spin down) (eV): -4.308 / -3.535
Frontier orbital gap (spin up / spin down) (eV): 7.94 / 8.27
Energy (eV): -19403.7909
Multiplicity: 1

These are the natural (NBO) partial charges, in e, on atoms 1 to 2: C -0.606; C -0.612


Entry from the Open Molecules 2025 dataset: C21H48BiClNO2P3 as an isolated structure at a distorted geometry (ωB97M-V/def2-TZVPD).

```
77
C21H48BiClNO2P3 (ωB97M-V/def2-TZVPD)
C 3.061 7.689 -1.431
C 2.671 6.242 -1.443
H 2.298 8.267 -1.961
H 4.027 7.830 -1.936
H 3.130 8.057 -0.397
O 1.700 5.749 -1.985
Cl 3.813 5.227 -0.541
Bi 0.515 1.434 -0.206
P 1.778 1.191 -2.555
C 0.630 0.614 -3.849
C 2.680 2.639 -3.162
H 3.298 2.376 -4.034
H 3.548 -0.397 -3.113
H 3.314 3.033 -2.359
H 3.731 0.278 -1.467
H -0.044 1.434 -4.131
H 1.975 3.440 -3.414
C 3.010 -0.106 -2.201
H 1.197 0.286 -4.734
H 2.544 -0.993 -1.749
H 0.007 -0.215 -3.486
P -0.547 2.769 1.924
C -2.367 2.726 2.038
C 0.102 1.927 3.410
H 1.038 4.585 2.025
H -0.354 4.893 3.109
H -0.505 5.116 1.334
C -0.052 4.506 2.125
H 1.199 1.984 3.407
H -0.273 2.391 4.331
H -2.705 3.145 2.998
H -2.745 1.698 1.950
H -0.160 0.861 3.416
H -2.799 3.315 1.218
C -1.423 2.088 -1.505
O -2.310 1.822 -2.199
C 1.018 -1.726 2.593
C 0.598 -2.759 1.537
C 1.891 -3.141 0.798
C 0.033 -4.006 2.260
P -0.634 -2.004 0.350
N -0.276 -0.516 -0.147
C -0.755 -3.021 -1.206
C -0.958 -4.516 -0.921
C -1.902 -2.483 -2.078
C 0.515 -2.862 -2.053
C -2.329 -1.900 1.135
C -3.173 -0.887 0.334
C -3.069 -3.241 1.192
C -2.184 -1.314 2.548
H 1.835 -2.172 3.181
H 0.215 -1.466 3.287
H 1.385 -0.811 2.105
H 2.649 -3.412 1.549
H 1.773 -4.001 0.128
H 2.274 -2.275 0.239
H -0.798 -3.762 2.933
H -0.273 -4.806 1.575
H 0.833 -4.430 2.886
H -1.843 -4.739 -0.319
H -1.109 -5.011 -1.892
H -0.077 -4.973 -0.453
H -2.894 -2.737 -1.689
H -1.810 -1.392 -2.191
H -1.799 -2.938 -3.074
H 0.656 -1.810 -2.320
H 1.420 -3.230 -1.563
H 0.372 -3.462 -2.969
H -3.375 -1.213 -0.690
H -4.143 -0.785 0.852
H -2.648 0.075 0.293
H -2.512 -4.026 1.714
H -3.993 -3.085 1.765
H -3.362 -3.594 0.199
H -1.691 -1.996 3.256
H -1.641 -0.358 2.502
H -3.201 -1.117 2.933
```

ΔE to the lowest compared entry with this formula, charge and spin (kcal/mol): 16.3
Total charge: +2
HOMO (eV): -13.42
LUMO energy (eV): -7.333
Frontier orbital gap (eV): 6.08
Energy (eV): -74354.6712
Multiplicity: 1

These are the Löwdin partial charges, in e, on atoms 1 to 2: C -0.068; C -0.821


Entry from the Open Molecules 2025 dataset: C3H8N2O2 in the gas phase (ωB97M-V/def2-TZVPD).

```
15
C3H8N2O2 (ωB97M-V/def2-TZVPD)
N 2.322 1.119 -0.436
C 0.997 0.884 -0.133
O 0.293 1.785 0.311
N 0.579 -0.402 -0.362
C -0.816 -0.857 -0.378
C -1.594 -0.725 0.935
O -1.832 0.571 1.394
H 2.680 1.965 -0.018
H 2.972 0.350 -0.482
H 1.195 -0.946 -0.947
H -0.754 -1.932 -0.585
H -1.379 -0.394 -1.199
H -1.102 -1.346 1.701
H -2.580 -1.167 0.743
H -1.001 1.072 1.312
```

ΔE to the lowest compared entry with this formula, charge and spin (kcal/mol): 8.3
Total charge: 0
SMILES string: NC(=O)NCCO
HOMO (eV): -9.63
LUMO energy (eV): 0.602
Frontier orbital gap (eV): 10.23
Energy (eV): -10316.5914
Multiplicity: 1

These are the natural (NBO) partial charges, in e, on atoms 1 to 2: N -0.839; C 0.787